1.
This record from OMol25 describes a molecular structure, C21H31O4Pd in a non-equilibrium geometry. The level of theory is wB97M-V/def2-TZVPD.

## Properties
LUMO energy (spin up / spin down) in eV: 2.75 / 2.74
Total charge: -1
Orbital gap (spin up / spin down) in eV: 4.4 / 5.1
2S+1: 3
Total energy in eV: -33944.12855
<S²>: 2.02

Each line ends with the Löwdin charge.
Element x y z (Å)
O (-0.6293, 2.2512, -2.4854)  -0.0932
C (-0.2509, 1.4181, -3.6166)  -0.1689
C (1.1031, 2.1109, -3.7851)  -0.0691
H (-0.9539, 1.5167, -4.4470)  0.1096
H (-0.1589, 0.3569, -3.3548)  0.0938
C (0.5577, 3.0758, -2.6988)  -0.5712
H (1.3011, 2.6358, -4.7221)  0.1036
H (1.9284, 1.4597, -3.4778)  0.1159
C (0.2107, 4.4279, -3.2966)  -0.0372
H (-0.3457, 4.3362, -4.2364)  0.0841
H (1.1260, 4.9866, -3.5224)  0.0864
H (-0.3780, 5.0330, -2.6051)  0.0822
C (1.3789, 3.2298, -1.4475)  -0.0221
H (1.5894, 2.2567, -0.9923)  0.0665
H (0.8114, 3.8561, -0.7423)  0.0904
H (2.3204, 3.7439, -1.6720)  0.0927
Pd (0.1514, -1.1251, 1.1400)  0.9610
C (2.9353, -1.8413, 0.1756)  -0.2033
C (1.9557, -2.8528, 0.1854)  -0.1891
C (0.7866, -2.3583, -0.5280)  -0.2654
H (2.0726, -3.8726, 0.5385)  0.0791
C (1.0995, -1.0050, -0.9783)  -0.2111
C (2.4305, -0.7155, -0.5373)  -0.2160
H (2.9919, 0.1874, -0.7955)  0.0731
H (3.9333, -1.9287, 0.6070)  0.0769
H (-0.0653, -2.9357, -0.8626)  0.0835
H (0.4961, -0.4234, -1.6690)  0.0461
C (1.6458, -0.5067, 2.8651)  -0.1878
C (2.1107, 0.5333, 2.0073)  -0.1843
C (1.0177, 1.3497, 1.6579)  -0.1895
H (3.1501, 0.6944, 1.7280)  0.0906
C (-0.1598, 0.8720, 2.3229)  -0.2060
C (0.2435, -0.2569, 3.1302)  -0.2460
H (-0.4045, -0.8012, 3.8042)  0.0824
H (2.2506, -1.2649, 3.3604)  0.0871
H (1.0562, 2.2726, 1.0816)  0.0583
H (-1.1370, 1.3446, 2.3672)  0.0816
O (-1.7904, -0.8663, 0.4912)  -0.2938
C (-2.1249, 0.3932, -0.1940)  -0.1545
C (-3.6323, 0.4051, -0.3627)  -0.1493
H (-1.5642, 0.4153, -1.1422)  0.0977
H (-1.7886, 1.2306, 0.4394)  0.0978
C (-4.1933, -0.8198, 0.3810)  -0.1580
H (-3.8344, 0.3297, -1.4329)  0.1049
H (-4.0529, 1.3381, 0.0340)  0.1091
C (-3.0020, -1.5743, 0.9518)  -0.1434
H (-4.7315, -1.4999, -0.2735)  0.1008
H (-4.8556, -0.5180, 1.1945)  0.1026
H (-2.9175, -2.6013, 0.5900)  0.1153
H (-3.0316, -1.5438, 2.0526)  0.1231
C (0.9227, -4.0686, 3.8430)  -0.0630
O (0.0695, -2.9644, 3.4221)  -0.1787
C (-0.2611, -2.9310, 2.1109)  -0.5087
O (-0.7256, -3.8765, 1.5060)  -0.0197
H (0.4670, -5.0098, 3.5132)  0.0753
H (0.9365, -3.9934, 4.9296)  0.0738
H (1.9387, -3.9060, 3.4477)  0.0842

---

2.
This record from OMol25 describes 2 unconnected molecules or ions with the total composition C6H14N5S in a non-equilibrium geometry. The level of theory is wB97M-V/def2-TZVPD.

## Properties
LUMO energy in eV: -2.91
Total charge: +1
Orbital gap in eV: 9.4
Energy above the lowest of the compared OMol25 structures with the same formula, charge and spin in kcal per mole: 54.6
Total energy in eV: -24726.74676

Each line ends with the Löwdin charge.
Element x y z (Å)
C (-1.4729, 2.1985, -0.4682)  -0.1314
C (0.8510, 2.8256, 0.0112)  -0.4150
C (0.0773, 0.5161, 0.0648)  -0.4632
C (-1.1685, -4.1567, -0.4413)  -0.0502
C (1.9746, -2.3357, -0.8577)  -0.3500
C (-1.9992, -3.1691, -0.1022)  -0.0673
N (-1.1133, 0.8779, -0.1066)  0.0846
N (-0.2945, 3.2550, -0.4390)  0.1242
N (1.1370, 1.5133, 0.0785)  0.1824
N (1.8175, 3.6755, 0.3715)  0.2098
N (0.4803, -0.7098, 0.3430)  -0.3238
S (2.0224, -1.3184, 0.6587)  0.8932
H (-1.7579, 2.1873, -1.5611)  0.1370
H (-0.5117, -3.9435, -1.1996)  0.0065
H (-1.1246, -5.0744, 0.0897)  0.0543
H (-2.2473, 2.4988, 0.3346)  0.1503
H (1.3061, -3.2629, -0.6301)  0.0464
H (3.0009, -2.4551, -1.0861)  0.0095
H (1.3864, -1.8373, -1.6670)  0.0609
H (-2.6087, -3.0493, 0.8138)  0.0765
H (-1.8943, -2.3643, -0.7881)  0.0287
H (-0.7105, 4.2311, -0.2136)  0.2034
H (2.1106, 1.3402, 0.1778)  0.1089
H (1.6068, 4.6577, 0.1318)  0.1495
H (2.6368, 3.4394, 0.8808)  0.1249
H (-0.4214, -1.3466, 0.4877)  0.1499

---

3.
This record from OMol25 describes 3 unconnected molecules or ions with the total composition C23H59N9O3P3 in a non-equilibrium geometry. The level of theory is wB97M-V/def2-TZVPD.

## Properties
LUMO energy in eV: -2.90
Total charge: +1
Orbital gap in eV: 6.7
Total energy in eV: -72213.39908

Each line ends with the Löwdin charge.
Element x y z (Å)
C (4.9344, -3.6353, -1.3630)  -0.1231
C (4.2246, -3.4562, -2.8250)  -0.2315
C (2.9612, -4.4650, -2.9862)  -0.1747
C (1.7132, -3.6734, -3.6748)  -0.2832
C (1.0627, -4.4402, -4.9325)  -0.0739
C (0.6739, -3.2179, -2.5520)  -0.1108
N (0.6420, -1.7975, -2.2115)  0.1743
C (-0.3334, -1.6784, -1.1638)  -0.2173
N (-0.5564, -0.3376, -0.5898)  0.0353
C (0.8060, 0.0463, -0.0186)  -0.2238
C (1.4111, -1.0667, 0.9792)  -0.0990
N (-0.9319, -2.9428, -0.8495)  0.1264
C (-0.3261, -4.0109, -1.6913)  -0.2526
P (-0.6826, -5.8664, -1.7422)  0.9049
C (0.8251, -6.8730, -2.2689)  -0.2852
O (-0.9111, -6.2967, -0.0675)  -0.3517
H (5.6620, -4.5084, -1.4792)  0.0798
H (5.4676, -2.6485, -1.0893)  0.0825
H (4.1574, -3.8700, -0.5596)  0.0607
H (3.8916, -2.3477, -2.8541)  0.0967
H (5.0150, -3.6614, -3.6444)  0.1193
H (2.6165, -4.6840, -1.9024)  0.0897
H (3.2276, -5.4415, -3.5108)  0.1149
H (2.1759, -2.6981, -4.0958)  0.1254
H (-0.0793, -4.5083, -4.9147)  0.0898
H (1.5842, -5.4543, -5.0524)  0.0732
H (1.3319, -3.8454, -5.8889)  0.0945
H (1.2540, -1.1094, -2.6649)  0.1685
H (-1.1896, -0.4101, 0.2350)  0.1175
H (1.5517, 0.2329, -0.8687)  0.1168
H (0.6489, 0.9974, 0.6172)  0.1287
H (0.5867, -1.7193, 1.4678)  0.0850
H (2.1700, -1.7734, 0.4847)  0.0760
H (1.9634, -0.5764, 1.8645)  0.0811
H (-1.6727, -3.0736, -0.1414)  0.1598
H (1.6804, -6.8575, -1.5115)  0.0560
H (1.2583, -6.6029, -3.2884)  0.0216
H (0.4696, -7.9733, -2.3357)  0.0739
H (-0.1807, -5.8355, 0.4248)  0.0550
O (4.2130, 3.0869, -0.2501)  -0.3227
P (3.6285, 3.9526, 0.8816)  0.7421
N (4.6624, 5.2779, 0.5644)  -0.3655
C (5.9191, 5.5622, 1.2177)  -0.1260
C (4.5729, 5.8750, -0.7677)  -0.1291
N (4.2573, 2.9559, 2.1376)  -0.3220
C (5.1040, 3.3715, 3.2418)  -0.1410
C (4.5649, 1.5648, 1.8050)  -0.1475
N (2.8926, 4.9213, 2.1791)  -0.2681
C (1.6610, 4.2523, 2.6616)  -0.1495
C (2.5122, 6.3162, 1.9044)  -0.1222
H (5.7914, 5.6807, 2.2948)  0.0625
H (6.3452, 6.5193, 0.9005)  0.0826
H (6.6668, 4.7836, 1.0236)  0.0859
H (3.6179, 6.4059, -0.8694)  0.0672
H (4.6276, 5.1268, -1.5622)  0.0650
H (5.3585, 6.6073, -0.9638)  0.0798
H (6.1541, 3.4469, 2.9440)  0.0771
H (5.0519, 2.6483, 4.0636)  0.0795
H (4.7904, 4.3170, 3.6869)  0.0730
H (5.5219, 1.4825, 1.2785)  0.0859
H (3.7784, 1.1308, 1.1817)  0.0451
H (4.6139, 0.9412, 2.7030)  0.0779
H (0.8864, 4.2408, 1.8861)  0.0744
H (1.2639, 4.7549, 3.5492)  0.0842
H (1.8524, 3.2180, 2.9552)  0.0669
H (1.8880, 6.3948, 1.0093)  0.0845
H (3.3831, 6.9623, 1.7873)  0.0822
H (1.9586, 6.7415, 2.7474)  0.0861
O (-6.7685, -1.0312, 2.6286)  -0.3015
P (-6.3936, -0.6854, 1.1774)  0.7532
N (-4.8849, 0.0093, 1.6022)  -0.3626
C (-4.6170, 1.4116, 1.8223)  -0.1275
C (-3.9354, -0.8593, 2.2925)  -0.1420
N (-7.6144, 0.5135, 1.0035)  -0.3238
C (-7.4296, 1.8970, 0.6035)  -0.1436
C (-8.7744, 0.4294, 1.8932)  -0.1357
N (-5.9911, -0.3627, -0.5243)  -0.2714
C (-6.9597, -1.0590, -1.4050)  -0.1376
C (-4.6573, -0.7263, -1.0218)  -0.1435
H (-4.8527, 2.0065, 0.9387)  0.0628
H (-3.5532, 1.6105, 1.9924)  0.0734
H (-5.1712, 1.8038, 2.6832)  0.0892
H (-3.5562, -1.6195, 1.5939)  0.0458
H (-4.3884, -1.3790, 3.1402)  0.0719
H (-3.0626, -0.3244, 2.6749)  0.0713
H (-7.1065, 2.5235, 1.4406)  0.0761
H (-8.3675, 2.3197, 0.2265)  0.0814
H (-6.7244, 2.0119, -0.2215)  0.0697
H (-8.5440, 0.8267, 2.8875)  0.0853
H (-9.1132, -0.6042, 1.9938)  0.0739
H (-9.6262, 0.9859, 1.4915)  0.0804
H (-6.8584, -2.1471, -1.3235)  0.0805
H (-6.8174, -0.7687, -2.4510)  0.0839
H (-7.9902, -0.8021, -1.1534)  0.0773
H (-4.4122, -1.7683, -0.7898)  0.0728
H (-3.8781, -0.0789, -0.6150)  0.0658
H (-4.5939, -0.5921, -2.1063)  0.0853

---

4.
This record from OMol25 describes 7 unconnected molecules or ions with the total composition C26H42O4S4 in a non-equilibrium geometry. The level of theory is wB97M-V/def2-TZVPD.

## Properties
LUMO energy in eV: 0.32
Orbital gap in eV: 8.2
Energy above the lowest of the compared OMol25 structures with the same formula, charge and spin in kcal per mole: 191.2
Total energy in eV: -79159.25004

Each line ends with the Löwdin charge.
Element x y z (Å)
C (0.0975, -2.0560, -0.2446)  -0.2761
S (0.4820, -3.7454, -0.5480)  0.8166
O (-0.8578, -4.3684, -0.9505)  -0.5651
C (1.3835, -3.4922, -1.9912)  -0.3187
H (-0.4864, -1.6173, -0.9500)  0.0238
H (0.9175, -1.3510, -0.2670)  0.0628
H (-0.4257, -1.9658, 0.6046)  -0.0094
H (2.0699, -2.6079, -1.9406)  0.0497
H (0.6250, -3.2221, -2.8336)  0.1076
H (1.9993, -4.3713, -2.2523)  0.0587
C (-2.5886, 2.7002, 5.0470)  -0.2506
S (-3.9454, 3.7850, 4.7828)  0.8796
O (-3.5234, 4.7587, 3.6716)  -0.5847
C (-5.0166, 2.7147, 3.8596)  -0.2467
H (-2.9760, 1.9703, 5.6284)  0.0150
H (-1.7093, 3.2227, 5.4295)  0.0794
H (-2.3320, 2.2885, 4.1479)  0.0098
H (-5.9450, 3.1370, 3.5825)  0.0552
H (-5.2098, 2.0297, 4.5140)  -0.0262
H (-4.6939, 2.3149, 2.8808)  0.0766
C (-5.0264, -3.4941, -0.1013)  -0.2151
S (-3.7981, -2.4739, 0.6959)  0.7802
O (-4.3468, -1.2363, 1.4365)  -0.5892
C (-3.2148, -3.4845, 1.9880)  -0.3361
H (-5.7035, -3.9454, 0.5312)  0.0359
H (-4.5710, -4.0813, -0.5614)  -0.1011
H (-5.7174, -2.8277, -0.8817)  0.1565
H (-2.2157, -3.3088, 2.5030)  0.0565
H (-3.1229, -4.6170, 1.7091)  0.0820
H (-4.1156, -3.3518, 2.9627)  0.1543
C (-2.2187, 4.5597, 0.6430)  -0.2820
S (-3.9893, 4.5832, 0.4309)  0.8103
O (-4.3425, 5.8964, -0.3140)  -0.5801
C (-4.3312, 3.1742, -0.6036)  -0.2470
H (-2.1903, 3.7118, 1.3171)  0.0075
H (-1.7729, 5.5037, 1.0874)  0.0859
H (-1.5946, 4.3221, -0.3026)  0.0727
H (-5.3018, 3.3012, -0.7359)  -0.0200
H (-4.2923, 2.4049, 0.2716)  0.0801
H (-3.7552, 3.1375, -1.5011)  0.0524
C (2.7991, -0.2500, -5.0679)  -0.0232
C (3.3593, 0.4102, -3.6755)  -0.0239
C (4.2018, -0.3615, -2.8941)  -0.1161
C (4.6092, -1.5982, -3.4439)  -0.1113
C (4.1283, -2.2662, -4.5260)  -0.0235
C (3.1779, -1.5467, -5.4528)  -0.0434
H (2.0518, 0.3687, -5.7250)  0.1109
H (2.9699, 1.3431, -3.1707)  0.0896
H (4.7800, 0.1021, -2.1466)  0.0689
H (5.2307, -2.1095, -2.8836)  0.0420
H (4.3920, -3.1744, -4.6056)  0.0253
H (2.9785, -1.8102, -6.3184)  -0.0042
C (4.3217, -0.4164, 0.5750)  -0.0503
C (5.7218, 0.3356, 0.5363)  -0.0498
C (6.8803, -0.4352, 0.3932)  -0.1305
C (6.8262, -1.8155, 0.1850)  -0.0945
C (5.5782, -2.5760, 0.2281)  -0.0503
C (4.3360, -1.8210, 0.3792)  -0.1227
H (3.3750, 0.1953, 0.7275)  0.0895
H (5.7038, 1.3565, 0.9096)  0.0795
H (7.9432, -0.0601, 0.4432)  0.1186
H (7.6661, -2.3825, 0.2131)  0.0536
H (5.6489, -3.6737, 0.2151)  0.0967
H (3.3703, -2.4050, 0.4079)  0.0901
C (-1.6373, 0.7227, -0.0048)  -0.0892
C (-0.9987, 1.4615, -1.2192)  -0.0348
C (0.2311, 2.1433, -0.9435)  -0.1310
C (0.8355, 2.2180, 0.3141)  -0.1035
C (0.3431, 1.3822, 1.3836)  -0.0853
C (-1.0291, 0.7678, 1.2954)  -0.1096
H (-2.6617, 0.2309, -0.0741)  0.0807
H (-1.2328, 1.3365, -2.2961)  0.1013
H (0.7269, 2.3777, -1.8112)  0.0570
H (1.8533, 2.4518, 0.5817)  0.0829
H (0.7959, 1.3015, 2.4409)  0.1128
H (-1.5202, 0.2985, 2.2841)  0.1366

---

5.
This record from OMol25 describes 2 unconnected molecules or ions with the total composition C16H20Cl in a non-equilibrium geometry. The level of theory is wB97M-V/def2-TZVPD.

## Properties
LUMO energy in eV: -5.63
Total charge: +1
Orbital gap in eV: 6.2
Total energy in eV: -29431.18048

Each line ends with the Löwdin charge.
Element x y z (Å)
C (1.8847, -0.9255, -2.1458)  -0.0931
C (1.5842, -1.6278, -0.8629)  -0.1677
C (1.6344, -1.0281, 0.3421)  -0.3385
C (0.9982, -1.6699, 1.5452)  -0.0527
C (2.3033, 0.3117, 0.5099)  -0.0431
H (1.5696, -1.5535, -2.9867)  0.0763
H (1.3623, 0.0415, -2.2326)  0.0922
H (2.9611, -0.7267, -2.2691)  0.0687
H (1.1235, -2.6108, -0.9560)  0.1087
H (1.2124, -1.0746, 2.4384)  0.0781
H (-0.0973, -1.7329, 1.4416)  0.0962
H (1.3668, -2.6940, 1.7102)  0.0640
H (2.2959, 0.5984, 1.5677)  0.0784
H (3.3499, 0.2811, 0.1725)  0.0793
H (1.7930, 1.1024, -0.0589)  0.0931
Cl (2.5170, -5.2246, -6.7065)  0.7725
C (2.9538, -4.7187, -5.1346)  -0.6418
C (3.7743, -3.5931, -4.9694)  -0.0632
C (4.1028, -3.1584, -3.6885)  0.0114
C (3.5918, -3.8220, -2.5388)  -0.1731
C (3.8953, -3.3340, -1.2193)  -0.1088
C (3.5272, -4.0705, 0.0278)  -0.1086
C (4.3545, -3.3809, 1.1684)  -0.1143
C (5.1459, -2.3384, 0.4380)  0.0616
C (4.8797, -2.3566, -0.9210)  -0.0032
C (2.7997, -4.9850, -2.7363)  0.0229
C (2.4795, -5.4231, -4.0169)  -0.0626
H (4.1508, -3.0649, -5.8425)  0.1206
H (4.7649, -2.2985, -3.5667)  0.1192
H (2.4431, -4.0285, 0.2204)  0.1187
H (3.8066, -5.1347, -0.0280)  0.1440
H (3.6892, -2.9532, 1.9356)  0.1230
H (4.9872, -4.1314, 1.6661)  0.1376
H (5.8607, -1.6869, 0.9382)  0.1342
H (5.3568, -1.7271, -1.6704)  0.1234
H (2.4427, -5.5422, -1.8664)  0.1270
H (1.8641, -6.3069, -4.1613)  0.1196